1.
{
  "formula": "C2H10NO3",
  "method": "ωB97M-V/def2-TZVPD",
  "homo_lumo_gap_ev": [10.59, 6.28],
  "spin_multiplicity": 2,
  "max_force_ev_per_a": 4.38,
  "homo_energy_ev": [-10.082, -9.984],
  "s_squared": 0.76,
  "de_lowest_ev": 0.985,
  "charge": 0,
  "total_energy_ha": -362.54212,
  "elements": ["C", "O", "C", "N", "H", "H", "H", "H", "H", "H", "H", "H", "O", "H", "H", "O"],
  "coordinates": [[1.023294, -0.521701, 0.349464], [0.361141, 0.580923, 0.941554], [0.240571, -0.903595, -0.961926], [-1.172356, -0.516270, -1.096408], [2.054158, -0.252358, 0.023817], [0.970617, -1.435787, 1.000361], [0.665084, -0.408043, -1.825338], [0.319098, -1.996215, -1.152244], [-1.687378, -0.737395, -0.267697], [-1.159834, 0.419174, -1.269495], [-1.809857, -0.694425, 2.624651], [-0.962944, 0.137142, 1.473158], [-1.979875, -0.243085, 1.822449], [1.604132, 2.252798, -1.109799], [0.692256, 1.795602, 0.096560], [0.841893, 2.523234, -0.649107]],
  "forces_ev_per_angstrom": [[-0.23, 0.88, 1.08], [1.64, -2.17, -0.56], [-2.12, -0.56, -1.86], [1.74, -3.44, 0.55], [-0.59, -0.21, 0.53], [0.03, 0.97, -0.28], [0.78, 0.13, 0.11], [0.23, 0.62, 0.57], [-0.64, -0.03, 0.41], [-0.56, 3.25, -0.45], [0.26, -0.69, 1.27], [-3.76, -1.30, 1.65], [3.04, 1.84, -2.56], [1.50, -0.43, -0.91], [0.54, 2.25, -1.90], [-1.86, -1.12, 2.34]],
  "nbo_charge": [-0.152, -0.324, -0.223, -0.784, 0.204, 0.225, 0.211, 0.216, 0.389, 0.359, 0.459, 0.478, -1.017, 0.452, 0.472, -0.964]
}

=====

2.
{
  "formula": "CH5ClN2O",
  "method": "ωB97M-V/def2-TZVPD",
  "homo_lumo_gap_ev": [6.51, 8.76],
  "spin_multiplicity": 3,
  "max_force_ev_per_a": 4.19,
  "homo_energy_ev": [-5.833, -11.019],
  "s_squared": 2.01,
  "de_lowest_ev": 2.266,
  "charge": 0,
  "total_energy_ha": -685.75249,
  "elements": ["C", "N", "N", "O", "Cl", "H", "H", "H", "H", "H"],
  "coordinates": [[-0.196009, 1.187769, -0.505524], [-0.920491, 1.076510, 0.493066], [0.499938, -1.034706, 1.478998], [-0.690746, 1.014934, -1.772454], [1.176441, -1.487063, 0.106471], [1.556880, -2.917127, 0.077759], [0.899130, 1.266441, -0.624607], [-0.230444, 1.189558, 1.255276], [-0.495258, -1.297082, 1.365092], [-1.599442, 1.000768, -1.874076]],
  "forces_ev_per_angstrom": [[-0.09, -0.79, -3.43], [0.61, 0.47, 1.99], [-2.36, 1.41, 3.14], [3.86, 0.47, 0.18], [1.14, 2.21, -2.93], [1.07, -4.02, -0.53], [-0.52, 0.31, 0.49], [-0.95, 0.00, 0.28], [0.32, 0.01, 0.41], [-3.06, -0.07, 0.41]],
  "nbo_charge": [0.392, -0.700, -0.469, -0.697, 0.265, -0.134, 0.162, 0.359, 0.335, 0.488]
}

=====

3.
{
  "formula": "C13H8N4OS3",
  "method": "ωB97M-V/def2-TZVPD",
  "homo_lumo_gap_ev": 7.70,
  "max_force_ev_per_a": 5.69,
  "homo_energy_ev": -8.436,
  "de_lowest_ev": 1.506,
  "charge": 0,
  "total_energy_ha": -1988.91243,
  "elements": ["O", "N", "N", "N", "S", "S", "S", "C", "C", "C", "C", "C", "C", "C", "C", "C", "C", "C", "C", "N", "C", "H", "H", "H", "H", "H", "H", "H", "H"],
  "coordinates": [[4.748819, -2.922043, 3.779700], [4.279341, -3.683513, 1.699426], [3.424392, -3.756085, 0.819210], [1.441684, 1.760044, 2.302043], [0.544131, 1.852187, 0.810493], [3.176560, -0.102611, 3.491782], [0.126323, -0.820873, -0.953052], [4.172747, -2.721973, 2.731366], [1.974823, 0.555057, 2.340977], [0.826945, 0.175487, 0.367858], [3.254975, -1.601283, 2.683732], [1.721768, -0.357548, 1.277326], [2.428746, -1.634038, 1.524733], [-4.296867, 1.999298, -1.195855], [-3.293733, 2.891906, -1.564910], [-4.054496, 0.564478, -1.103669], [-2.065825, 2.359471, -1.844535], [-2.762434, 0.088716, -1.343047], [-1.730145, 0.969007, -1.769791], [2.472196, -2.733430, 0.636201], [-0.380384, 0.464824, -2.248387], [-5.335853, 2.445829, -1.042983], [-3.607866, 3.996132, -1.679908], [-4.813204, -0.151512, -0.733905], [-1.333651, 3.047556, -2.187237], [-2.482373, -0.963699, -1.244290], [1.736899, -3.013644, 0.018577], [-0.424020, 0.026103, -3.175745], [0.250502, 1.266155, -2.396112]],
  "forces_ev_per_angstrom": [[0.95, -0.36, -0.14], [-0.10, 0.32, 0.43], [-1.70, 0.85, -1.84], [-0.17, -0.68, -1.48], [0.66, -1.49, 1.48], [-0.29, 1.14, 0.81], [1.09, 1.48, -0.30], [-0.16, 0.64, 2.96], [0.46, 0.50, -0.07], [0.17, 0.03, -0.51], [-2.05, -0.89, -5.23], [-0.35, -1.23, 0.44], [0.41, 0.07, -0.08], [-1.52, -1.17, 0.13], [-2.13, 0.47, 0.24], [0.23, 1.66, 0.50], [1.47, -1.38, -0.35], [0.57, 0.69, -0.56], [-1.97, 1.38, -0.19], [1.80, 0.10, 2.44], [-2.05, -0.67, 3.63], [1.47, -1.03, -0.02], [1.06, -1.91, 0.20], [0.34, 0.75, -0.45], [0.90, 0.39, -0.27], [-0.53, 0.28, 0.03], [-0.18, 0.17, -0.23], [-0.33, -1.73, -1.98], [1.93, 1.62, 0.37]],
  "nbo_charge": [-0.540, -0.211, 0.069, -0.553, 0.619, 0.449, 0.254, 0.549, 0.065, -0.303, -0.334, -0.239, 0.181, -0.193, -0.226, -0.212, -0.205, -0.211, -0.055, -0.414, -0.481, 0.220, 0.232, 0.227, 0.205, 0.220, 0.422, 0.236, 0.231]
}

=====

4.
{
  "formula": "C8H20HfNO15S3",
  "method": "ωB97M-V/def2-TZVPD",
  "homo_lumo_gap_ev": 5.26,
  "max_force_ev_per_a": 7.16,
  "homo_energy_ev": 0.726,
  "de_lowest_ev": 3.096,
  "charge": -3,
  "total_energy_ha": -2742.88543,
  "elements": ["Hf", "S", "O", "O", "O", "O", "S", "O", "O", "O", "O", "S", "O", "O", "O", "O", "C", "C", "O", "H", "H", "H", "H", "H", "C", "O", "C", "C", "N", "C", "C", "O", "C", "H", "H", "H", "H", "H", "H", "H", "H", "H", "H", "H", "H", "H", "H", "H"],
  "coordinates": [[-1.174469, 0.049714, 0.467185], [-1.584339, -2.646706, 1.692635], [-2.857539, -2.879346, 2.321665], [-0.615579, -3.762506, 1.780545], [-1.680309, -2.127696, 0.330285], [-0.931269, -1.455816, 2.166245], [-0.564909, 2.858694, -0.505795], [-0.889399, 3.169984, -1.875275], [-1.733899, 2.251504, 0.124385], [0.259441, 1.654084, -0.386075], [-0.031859, 3.999264, 0.193305], [-3.898489, 0.725544, 1.571175], [-2.575469, 0.752784, 2.116815], [-4.690929, -0.188906, 2.329395], [-4.528329, 2.056514, 1.424775], [-3.458169, 0.138864, 0.300095], [-2.280099, 0.858084, -3.836215], [-2.211299, -0.414856, -2.922555], [-1.323559, -0.273636, -1.873635], [-2.821129, 0.758294, -4.777185], [-1.316839, 1.270654, -4.136245], [-2.843929, 1.596154, -3.265735], [-1.989089, -1.327566, -3.475435], [-3.231519, -0.542736, -2.560775], [-0.156639, 2.037734, 3.132775], [0.284941, 1.096914, 2.134005], [1.522171, 0.413784, 2.369695], [2.092081, -0.008446, 1.060425], [1.097251, -0.911866, 0.415515], [1.545401, -1.224986, -0.899715], [2.779321, -2.159426, -0.902875], [3.992651, -1.459046, -0.621975], [4.547341, -0.739046, -1.738705], [-0.678179, 1.502894, 3.926525], [-0.673989, 2.888274, 2.688895], [0.645231, 2.405434, 3.773015], [1.307331, -0.404406, 3.057085], [2.231031, 1.094514, 2.841095], [2.996731, -0.576556, 1.277155], [2.328311, 0.861724, 0.447985], [1.210101, -1.805286, 0.872875], [1.636381, -0.340916, -1.530775], [0.745041, -1.838266, -1.313735], [2.863651, -2.787886, -1.789455], [2.627341, -2.924066, -0.141085], [4.733961, -1.381516, -2.599225], [5.465661, -0.211366, -1.481105], [3.829841, -0.048536, -2.181985]],
  "forces_ev_per_angstrom": [[-3.49, 1.13, -1.38], [0.01, -2.46, 0.53], [-0.01, -0.80, 0.05], [-0.52, -0.24, -0.12], [-1.17, -0.33, -4.91], [2.79, 4.59, 4.09], [-1.65, 0.31, -1.50], [0.48, 0.68, -1.25], [-2.84, -0.33, 1.92], [4.07, -2.81, -0.53], [0.87, 0.89, 1.05], [-2.88, 1.48, -0.89], [5.92, 1.28, 3.83], [-1.80, -0.81, 0.92], [0.41, -1.01, 0.15], [-0.09, -1.45, -4.32], [-0.08, -0.22, 0.39], [0.12, 0.92, 0.61], [0.61, 0.24, 1.59], [-0.41, -0.66, -0.26], [0.24, -0.02, 0.50], [0.42, 0.29, 0.07], [0.25, -0.34, -0.62], [-0.43, -0.15, 0.20], [0.39, -0.84, 0.85], [0.20, 0.55, 0.51], [-0.88, 1.05, 0.67], [-0.45, -0.75, 0.63], [1.22, 1.27, 0.19], [0.05, -1.73, -1.94], [-0.40, 0.86, 0.03], [1.29, 0.14, -0.75], [-1.20, -0.54, -0.09], [-1.10, -0.10, -0.56], [-0.21, -0.55, -0.19], [1.06, 0.34, -0.71], [0.14, -0.38, -0.07], [0.04, 0.25, 0.21], [0.24, 0.10, -0.08], [-0.33, -0.20, -0.17], [-1.02, -0.15, 0.88], [0.01, 0.04, 0.12], [-0.21, 0.15, -0.47], [0.08, 0.41, -0.68], [0.21, 0.21, 0.56], [0.41, -0.65, 0.06], [-0.18, -0.16, 0.40], [-0.17, 0.49, 0.47]],
  "nbo_charge": [2.511, 2.644, -0.987, -1.087, -1.088, -1.124, 2.675, -1.053, -1.074, -1.132, -1.064, 2.659, -1.108, -1.042, -1.045, -1.082, -0.634, -0.008, -0.934, 0.142, 0.193, 0.228, 0.095, 0.142, -0.226, -0.571, -0.054, -0.251, -0.647, -0.267, -0.090, -0.563, -0.253, 0.188, 0.249, 0.134, 0.196, 0.160, 0.183, 0.243, 0.401, 0.237, 0.251, 0.160, 0.187, 0.147, 0.176, 0.187]
}